(1)
Density functional theory data (ωB97M-V with the def2-TZVPD basis set) for an isolated molecule of C4H7NO.

## Properties
- gap between HOMO and LUMO (Eh) = 0.380
- energy relative to the best compared isomer or geometry (same formula, charge and spin) (kJ/mol) = 273.8
- DFT total energy (a.u.) = -286.52735
- net charge = 0
- E_HOMO (eV) = -9.38

Geometry as XYZ:
```
13
Properties=species:S:1:pos:R:3:forces:R:3:mulliken_charge:R:1
O -1.6621 -0.3871 1.4400 -0.1871 0.5938 -0.2043 -0.492
C -1.4826 0.3380 0.4890 -0.2260 0.0350 0.4628 0.101
C -0.2681 1.2182 0.3099 -0.0747 0.0324 0.1842 -0.499
N 0.6164 0.4859 -0.6170 -0.2182 0.0053 -0.0717 -0.306
C 1.4693 -0.5433 -0.0521 0.2482 -0.1559 0.1124 -0.232
C 0.2651 -0.9299 -0.8104 0.0290 -0.4523 -0.1166 -0.510
H -2.1383 0.2917 -0.4081 -0.0775 0.0393 0.2402 0.385
H 0.2075 1.4013 1.2779 -0.0050 -0.0346 -0.1306 0.306
H -0.5466 2.1738 -0.1494 0.0655 -0.1607 0.0720 0.295
H 1.4230 -0.6923 1.0280 0.0344 -0.0097 -0.1902 0.236
H 2.4505 -0.6620 -0.4991 -0.0417 0.2218 0.0548 0.244
H -0.5005 -1.3668 -0.1709 0.2143 -0.0714 -0.5509 0.229
H 0.2739 -1.2750 -1.8386 0.2387 -0.0428 0.1379 0.243
```
Positions in Å, forces in eV/Å.

***

(2)
Density functional theory data (ωB97M-V with the def2-TZVPD basis set) for an isolated molecule of C4H7NO.

## Properties
- gap between HOMO and LUMO (Eh) = 0.400
- energy relative to the best compared isomer or geometry (same formula, charge and spin) (kJ/mol) = 161.2
- DFT total energy (a.u.) = -286.57025
- net charge = 0
- E_HOMO (eV) = -9.87

Geometry as XYZ:
```
13
Properties=species:S:1:pos:R:3:forces:R:3:mulliken_charge:R:1
C -1.7772 -0.2358 -0.9198 0.0078 0.0317 -0.0076 -1.061
C -0.7236 -0.2647 0.1752 -0.0298 -0.0273 0.2056 0.607
O -1.0306 -0.4413 1.3372 0.0690 0.0884 -0.3112 -0.575
C 0.7219 -0.1109 -0.2044 -0.1051 -0.0536 -0.2156 0.076
C 1.5739 0.8290 0.5900 0.0770 0.2727 0.0576 -0.445
N 1.7276 -0.6006 0.7348 -0.0404 -0.1409 0.1351 -0.620
H -2.2472 -1.2241 -0.9814 0.1272 0.1204 0.0505 0.265
H -1.3850 0.0240 -1.9070 0.0461 -0.0231 0.2111 0.320
H -2.5660 0.4719 -0.6482 0.1485 -0.0847 0.0313 0.309
H 0.9592 -0.2705 -1.2523 -0.0220 0.0524 0.1015 0.327
H 1.1078 1.3847 1.4023 -0.0621 -0.1400 -0.1903 0.243
H 2.3978 1.3394 0.0935 -0.2050 -0.1104 0.0360 0.246
H 1.2414 -0.9008 1.5800 -0.0112 0.0145 -0.1040 0.309
```
Positions in Å, forces in eV/Å.

***

(3)
Density functional theory data (ωB97M-V with the def2-TZVPD basis set) for an isolated molecule of C4H7NO at a distorted geometry.

## Properties
- gap between HOMO and LUMO (Eh) = 0.426
- energy relative to the best compared isomer or geometry (same formula, charge and spin) (kJ/mol) = 103.9
- DFT total energy (a.u.) = -286.59207
- net charge = 0
- E_HOMO (eV) = -10.95

Geometry as XYZ:
```
13
Properties=species:S:1:pos:R:3:forces:R:3:mulliken_charge:R:1
C -1.0364 -0.8920 -0.2564 -0.0724 -0.0151 0.0298 -1.357
C 0.2900 -0.1647 -0.5048 -0.0294 0.0331 -0.0504 0.747
C 1.4365 -1.0747 -0.3713 0.7989 -0.5528 0.1327 0.078
N 2.3540 -1.7597 -0.2046 -0.9054 0.6277 -0.1940 -0.441
C 0.5081 1.0200 0.4615 0.2816 -0.1580 0.0338 -0.773
O -0.5325 1.9636 0.3704 -0.1949 -0.0018 0.1369 -0.518
H -1.3000 -1.5367 -1.0982 0.0910 0.0382 0.1278 0.350
H -0.9943 -1.5065 0.6482 0.0166 0.1177 -0.0966 0.340
H -1.8343 -0.1516 -0.1475 0.0804 -0.1346 -0.0631 0.357
H 0.2943 0.2360 -1.5255 0.0110 -0.0401 0.1341 0.193
H 1.4316 1.5373 0.1863 -0.1014 -0.0894 0.0550 0.365
H 0.6299 0.6389 1.4853 -0.0435 0.0605 -0.1386 0.341
H -1.2469 1.6902 0.9567 0.0677 0.1146 -0.1073 0.321
```
Positions in Å, forces in eV/Å.

***

(4)
Density functional theory data (ωB97M-V with the def2-TZVPD basis set) for an isolated molecule of C4H7NO at a distorted geometry.

## Properties
- gap between HOMO and LUMO (Eh) = 0.337
- energy relative to the best compared isomer or geometry (same formula, charge and spin) (kJ/mol) = 537.8
- DFT total energy (a.u.) = -286.42682
- net charge = 0
- E_HOMO (eV) = -8.06

Geometry as XYZ:
```
13
Properties=species:S:1:pos:R:3:forces:R:3:mulliken_charge:R:1
C 0.5102 1.2354 -0.4858 0.0686 0.0200 -0.2400 -0.445
O -0.5169 1.3904 0.4842 0.0841 0.2672 0.2320 -0.368
C -1.0318 0.1946 0.9707 1.1066 -0.1432 1.7829 -0.063
C 0.3697 -0.9164 0.6668 -2.5227 0.1798 -0.8574 -0.515
N -0.4459 -0.9818 -0.5836 0.0616 -0.8893 -2.3090 -0.478
C 0.7885 -0.2450 -0.5727 -0.2136 0.2566 -0.6148 0.014
H 1.3823 1.8061 -0.1384 -0.0675 -0.1711 -0.1572 0.274
H 0.1835 1.6251 -1.4563 -0.0759 0.0681 0.1267 0.257
H -1.1497 0.1543 2.0302 -0.0589 0.9027 1.0644 0.276
H -2.0493 0.0584 0.4879 1.4966 -0.8291 0.5606 0.168
H 0.9703 -1.8438 0.9010 -1.2422 1.1218 0.7024 0.314
H -0.5458 -1.8556 -1.0410 0.8858 -0.9109 -0.8445 0.176
H 1.5349 -0.6216 -1.2628 0.4776 0.1276 0.5539 0.391
```
Positions in Å, forces in eV/Å.

***

(5)
Density functional theory data (ωB97M-V with the def2-TZVPD basis set) for an isolated molecule of C4H7NO.

## Properties
- gap between HOMO and LUMO (Eh) = 0.309
- energy relative to the best compared isomer or geometry (same formula, charge and spin) (kJ/mol) = 421.1
- DFT total energy (a.u.) = -286.47125
- net charge = 0
- E_HOMO (eV) = -7.45

Geometry as XYZ:
```
13
Properties=species:S:1:pos:R:3:forces:R:3:mulliken_charge:R:1
C 1.5280 -0.8120 0.5553 0.0192 0.0098 -0.0259 -1.249
C 0.4430 0.1872 0.8777 0.0945 -0.2372 0.1874 0.283
C 0.1728 1.3514 -0.0640 -0.0002 0.1329 0.1408 -0.869
N -0.7065 0.2211 0.0083 -0.2575 -0.1867 -0.3691 0.027
C -1.5371 -0.3374 -0.7762 0.1538 0.0360 0.2431 0.135
O -1.9754 0.3528 -1.8256 0.1506 0.0824 0.0436 -0.433
H 1.2957 -1.8189 0.9221 0.0281 0.1468 -0.0412 0.317
H 2.4657 -0.4866 1.0176 -0.1319 -0.0352 -0.0331 0.306
H 1.6805 -0.8413 -0.5277 -0.0156 -0.0053 0.1416 0.331
H 0.1604 0.2382 1.9328 0.0309 0.0519 -0.1696 0.296
H -0.2849 2.2009 0.4580 0.0475 -0.0883 -0.0868 0.199
H -1.3323 1.0936 -1.9156 -0.1905 -0.0299 -0.0545 0.312
H -1.9100 -1.3490 -0.6629 0.0710 0.1229 0.0236 0.346
```
Positions in Å, forces in eV/Å.

***

(6)
Density functional theory data (ωB97M-V with the def2-TZVPD basis set) for an isolated molecule of C4H7NO at a distorted geometry.

## Properties
- gap between HOMO and LUMO (Eh) = 0.343
- energy relative to the best compared isomer or geometry (same formula, charge and spin) (kJ/mol) = 281.3
- DFT total energy (a.u.) = -286.52449
- net charge = 0
- E_HOMO (eV) = -9.12

Geometry as XYZ:
```
13
Properties=species:S:1:pos:R:3:forces:R:3:mulliken_charge:R:1
C 1.5157 0.4920 0.2701 -0.2540 0.1896 -0.2263 -1.158
C 0.4615 -0.2630 -0.4995 -0.3593 0.5718 -0.6131 0.313
C -0.4371 -1.1401 0.2714 -0.0898 0.3234 -0.1354 -0.435
N -1.4166 -0.1383 0.7559 -1.1307 -0.3865 0.2986 -0.586
C -1.6951 0.7091 -0.1689 0.0166 -0.1790 0.7522 0.081
O -1.0225 0.8501 -1.2665 1.4798 -0.6354 1.3244 -0.551
H 1.4976 1.5485 -0.0030 0.0588 -0.0076 0.0028 0.317
H 1.4346 0.3962 1.3614 -0.2773 0.0051 -0.4154 0.310
H 2.5049 0.1052 -0.0247 -0.3325 0.0462 -0.0710 0.363
H 0.6075 -0.3797 -1.5520 0.6375 -0.6431 -0.2638 0.351
H -0.9016 -1.9216 -0.3510 -0.0566 0.3372 0.1762 0.243
H 0.0016 -1.6152 1.1619 0.2108 0.2896 -0.4477 0.327
H -2.5505 1.3567 0.0449 0.0966 0.0888 -0.3815 0.424
```
Positions in Å, forces in eV/Å.

***

(7)
Density functional theory data (ωB97M-V with the def2-TZVPD basis set) for a structure of composition C4H7NO.

## Properties
- gap between HOMO and LUMO (Eh) = 0.344
- energy relative to the best compared isomer or geometry (same formula, charge and spin) (kJ/mol) = 399.6
- DFT total energy (a.u.) = -286.47944
- net charge = 0
- E_HOMO (eV) = -10.04

Geometry as XYZ:
```
13
Properties=species:S:1:pos:R:3:forces:R:3:mulliken_charge:R:1
C 1.3225 -0.0255 -0.9693 0.1054 -0.0421 -0.0492 -1.195
C -0.1774 -0.0791 -0.7355 -0.0178 0.0008 -0.2311 -0.304
C -0.5709 -0.7524 0.5943 -0.0153 0.0750 -0.0504 -0.541
C -1.0387 0.4090 1.3827 0.0164 0.2132 -0.1515 0.735
O -1.4613 0.6821 2.5518 0.0033 0.1413 -0.0549 -0.502
N -1.1304 1.6160 1.0004 -0.2695 -0.1834 0.9041 -0.409
H 1.5517 0.5736 -1.8553 0.0260 -0.1189 0.1034 0.345
H 1.8259 0.4378 -0.1118 -0.0724 -0.0829 -0.1485 0.318
H 1.7369 -1.0278 -1.1098 0.0146 0.0917 0.0039 0.328
H -0.7206 -0.5126 -1.5767 0.1755 -0.1523 0.0250 0.354
H -1.3716 -1.4947 0.5055 0.0951 0.1737 -0.0007 0.283
H 0.2687 -1.2411 1.1042 -0.1263 0.1263 -0.1180 0.293
H -0.5387 0.9662 -0.6917 0.0648 -0.2425 -0.2321 0.295
```
Positions in Å, forces in eV/Å.

***

(8)
Density functional theory data (ωB97M-V with the def2-TZVPD basis set) for an isolated molecule of C4H7NO at a distorted geometry.

## Properties
- gap between HOMO and LUMO (Eh) = 0.388
- energy relative to the best compared isomer or geometry (same formula, charge and spin) (kJ/mol) = 166.6
- DFT total energy (a.u.) = -286.56820
- net charge = 0
- E_HOMO (eV) = -9.68

Geometry as XYZ:
```
13
Properties=species:S:1:pos:R:3:forces:R:3:mulliken_charge:R:1
O 2.4164 0.5492 -0.4243 -1.2184 0.8739 -0.1484 -0.671
C 1.1963 0.3695 -0.3053 1.0638 0.9073 -0.6752 0.411
C 0.6357 -1.0003 -0.2421 3.4701 -0.2569 -0.0689 -0.469
C -0.7562 -0.8364 0.3837 0.2684 -0.2405 0.4849 -0.464
C -1.0903 0.6626 0.1194 0.0631 0.0983 -0.0291 -0.494
N 0.2204 1.2715 -0.0786 0.0498 0.1824 0.0593 -0.119
H 0.6427 -1.4941 -1.2167 -0.1577 0.2658 -0.0046 0.241
H 1.8880 -1.1792 0.1137 -3.8571 -1.6092 0.4298 0.252
H -1.5118 -1.4921 -0.0611 0.2747 0.0875 0.0699 0.309
H -0.7460 -1.0268 1.4610 -0.0180 0.0521 -0.1185 0.246
H -1.7134 0.7933 -0.7762 0.0710 -0.1034 0.1724 0.247
H -1.6052 1.1344 0.9634 0.0552 -0.1581 -0.1342 0.295
H 0.4234 2.2485 0.0631 -0.0650 -0.0992 -0.0375 0.215
```
Positions in Å, forces in eV/Å.

***

(9)
Density functional theory data (ωB97M-V with the def2-TZVPD basis set) for an isolated molecule of C4H7NO.

## Properties
- gap between HOMO and LUMO (Eh) = 0.277
- energy relative to the best compared isomer or geometry (same formula, charge and spin) (kJ/mol) = 448.3
- DFT total energy (a.u.) = -286.46088
- net charge = 0
- E_HOMO (eV) = -6.92

Geometry as XYZ:
```
13
Properties=species:S:1:pos:R:3:forces:R:3:mulliken_charge:R:1
C 1.3607 0.3659 0.5216 0.4112 -0.0934 -0.0678 -1.252
C 0.5516 -0.0595 -0.7117 -0.1690 0.0362 -0.1158 0.074
C -0.5093 -1.0514 -0.1816 -0.0050 -0.2391 -0.0070 -0.486
N -1.1529 0.0596 0.5846 -0.1725 0.1146 0.1780 -0.211
C -0.4524 1.0239 -0.4979 -0.1987 0.6903 -0.2476 0.221
O -0.8253 2.0984 -0.8173 0.2334 -0.7078 0.1780 -0.481
H 1.9312 -0.4879 0.9108 -0.0708 0.1047 -0.0547 0.252
H 2.0279 1.1983 0.2861 -0.1180 -0.0907 0.0597 0.180
H -0.3989 0.3017 1.3148 -0.1698 -0.0528 -0.0763 0.426
H 0.9685 -0.2405 -1.7121 -0.0139 0.0661 0.2104 0.408
H -0.1473 -1.8576 0.4582 -0.0229 0.1288 -0.1018 0.288
H -1.2027 -1.4190 -0.9413 0.1192 0.0272 0.0906 0.300
H -2.1511 0.0681 0.7858 0.1769 0.0158 -0.0456 0.279
```
Positions in Å, forces in eV/Å.

***

(10)
Density functional theory data (ωB97M-V with the def2-TZVPD basis set) for an isolated molecule of C4H7NO at a distorted geometry.

## Properties
- gap between HOMO and LUMO (Eh) = 0.344
- energy relative to the best compared isomer or geometry (same formula, charge and spin) (kJ/mol) = 207.4
- DFT total energy (a.u.) = -286.55266
- net charge = 0
- E_HOMO (eV) = -9.39

Geometry as XYZ:
```
13
Properties=species:S:1:pos:R:3:forces:R:3:mulliken_charge:R:1
C 0.4798 1.7111 1.0063 -0.3303 2.6207 -2.2833 -0.758
N 0.1879 0.5932 0.1358 -0.3614 -1.6675 0.5644 -0.364
C 0.8360 -0.4932 0.1559 1.2355 -1.7447 0.4814 0.050
C 0.3381 -1.8448 -0.5118 0.4933 -0.0272 -1.2792 0.418
C -0.8421 -1.5705 -1.3925 -0.5631 1.1846 0.2173 -0.790
O 0.8968 -2.9401 -0.4158 -0.7646 2.6583 0.5727 -0.547
H 1.5350 2.0182 0.9317 -0.1813 -0.1938 0.3908 0.307
H -0.1369 2.6308 0.5792 1.2262 -1.8196 1.0230 0.235
H 0.1605 1.5690 2.0252 -0.0186 -0.3756 0.2833 0.302
H 1.8152 -0.7733 0.6407 -0.6442 1.0086 0.1870 0.326
H -1.2663 -0.6028 -0.9936 0.0595 -1.1316 -0.6457 0.291
H -0.5211 -1.3427 -2.4438 -0.2226 -0.5413 0.8922 0.232
H -1.5674 -2.3800 -1.3127 0.0717 0.0292 -0.4040 0.298
```
Positions in Å, forces in eV/Å.

***

(11)
Density functional theory data (ωB97M-V with the def2-TZVPD basis set) for a cluster of 2 separate species, C4H7NO in total at a distorted geometry.

## Properties
- gap between HOMO and LUMO (Eh) = 0.373
- energy relative to the best compared isomer or geometry (same formula, charge and spin) (kJ/mol) = 205.1
- DFT total energy (a.u.) = -286.55354
- net charge = 0
- E_HOMO (eV) = -9.19

Geometry as XYZ:
```
13
Properties=species:S:1:pos:R:3:forces:R:3:mulliken_charge:R:1
H 1.3454 1.6255 -0.5656 -0.0010 -0.0812 -0.0530 0.239
N 1.0477 0.6911 -0.8517 0.1851 -0.1530 0.3762 -0.563
C 1.2779 -0.1518 0.0718 -0.0088 0.0406 -0.1890 -0.036
C 0.9258 -1.5989 -0.0922 -0.0408 -0.0237 -0.0403 -0.910
H 1.7305 0.1285 1.0331 -0.0032 0.0089 -0.1623 0.360
H 1.8322 -2.1810 -0.2973 -0.1059 0.0666 0.0639 0.331
H 0.2348 -1.7209 -0.9304 0.1224 -0.0041 0.0974 0.257
H 0.4745 -1.9967 0.8227 0.0643 0.0688 -0.1256 0.292
C -1.9333 1.2828 -0.3062 0.0180 -0.0424 0.1143 -0.982
C -1.5851 0.7029 0.8165 0.1446 -0.2861 0.5906 0.774
O -1.2569 0.1758 1.8088 -0.3173 0.4711 -0.8600 -0.385
H -1.3137 1.0886 -1.1756 -0.1014 0.0508 0.1440 0.359
H -2.7797 1.9543 -0.3339 0.0441 -0.1164 0.0436 0.264
```
Positions in Å, forces in eV/Å.

***

(12)
Density functional theory data (ωB97M-V with the def2-TZVPD basis set) for an isolated molecule of C4H7NO.

## Properties
- gap between HOMO and LUMO (Eh) = 0.325
- energy relative to the best compared isomer or geometry (same formula, charge and spin) (kJ/mol) = 346.6
- DFT total energy (a.u.) = -286.49965
- net charge = 0
- E_HOMO (eV) = -8.06

Geometry as XYZ:
```
13
Properties=species:S:1:pos:R:3:forces:R:3:mulliken_charge:R:1
O 1.9855 0.6720 -1.5076 -0.2787 -0.0553 0.2961 -0.553
C 1.1762 0.2083 -0.7578 0.1912 -0.1460 -0.0478 0.366
C 0.7380 -1.0232 -0.1963 0.0181 -0.1558 -0.3615 -0.805
C -0.7441 -0.9125 0.1555 -0.0808 -0.0656 0.0731 -0.336
C -0.9471 0.6228 0.3158 -0.1013 0.0147 -0.0261 -0.489
N 0.4401 1.0948 0.3495 0.0669 0.2126 0.1077 -0.316
H 1.1469 -1.9668 -0.5380 -0.0206 0.1313 -0.0048 0.317
H -1.3994 -1.2958 -0.6340 0.0876 0.0486 0.1128 0.280
H -0.9891 -1.4582 1.0730 0.0080 0.0836 -0.0832 0.254
H -1.4725 1.0536 -0.5439 0.0586 -0.0944 0.0849 0.303
H -1.4858 0.8952 1.2274 0.1242 -0.0344 -0.1261 0.297
H 0.9897 0.0724 0.8596 -0.0985 0.2506 0.0329 0.449
H 0.6209 2.0940 0.3717 0.0252 -0.1900 -0.0581 0.234
```
Positions in Å, forces in eV/Å.